Entry 1:
{"formula": "C11H48AsF6N22O13", "method": "ωB97M-V/def2-TZVPD", "species": ["As", "F", "F", "F", "F", "F", "F", "C", "O", "N", "N", "H", "H", "H", "H", "C", "O", "N", "N", "H", "H", "H", "H", "C", "O", "N", "N", "H", "H", "H", "H", "C", "O", "N", "N", "H", "H", "H", "H", "C", "O", "N", "N", "H", "H", "H", "H", "C", "O", "N", "N", "H", "H", "H", "H", "C", "O", "N", "N", "H", "H", "H", "H", "C", "O", "N", "N", "H", "H", "H", "H", "C", "O", "N", "N", "H", "H", "H", "H", "C", "O", "N", "N", "H", "H", "H", "H", "C", "O", "N", "N", "H", "H", "H", "H", "O", "H", "H", "O", "H", "H"], "positions_angstrom": [[-24.213, 17.050, -18.382], [-24.399, 17.353, -20.108], [-22.632, 17.936, -18.319], [-23.944, 16.644, -16.619], [-25.840, 16.207, -18.409], [-23.488, 15.416, -18.884], [-25.182, 18.585, -18.052], [-26.571, 10.012, -16.178], [-27.236, 9.512, -17.074], [-25.452, 10.526, -16.392], [-27.080, 10.203, -15.021], [-24.964, 10.215, -17.219], [-24.971, 11.086, -15.702], [-26.572, 10.359, -14.162], [-27.895, 9.650, -14.800], [-30.985, 22.252, -16.702], [-29.967, 22.887, -16.437], [-32.179, 22.347, -16.214], [-30.779, 21.155, -17.413], [-32.314, 23.134, -15.596], [-32.979, 21.753, -16.377], [-29.903, 20.787, -17.756], [-31.671, 20.765, -17.683], [-32.265, 13.353, -17.367], [-33.115, 14.220, -17.556], [-31.292, 13.540, -16.514], [-32.070, 12.247, -18.038], [-31.076, 14.486, -16.236], [-30.485, 13.112, -16.945], [-32.803, 12.046, -18.704], [-31.264, 11.666, -17.856], [-26.489, 9.850, -23.104], [-25.567, 9.182, -22.661], [-26.630, 11.152, -22.790], [-27.359, 9.339, -23.938], [-26.326, 11.279, -21.835], [-27.516, 11.468, -23.158], [-27.255, 8.349, -24.107], [-28.040, 9.806, -24.520], [-25.802, 16.495, -26.789], [-26.202, 16.513, -27.975], [-24.649, 16.146, -26.357], [-26.447, 16.581, -25.646], [-24.487, 16.195, -25.361], [-24.082, 15.750, -27.093], [-25.929, 16.725, -24.791], [-27.377, 16.948, -25.789], [-20.982, 13.750, -11.446], [-21.937, 13.220, -11.935], [-20.451, 13.553, -10.214], [-20.237, 14.673, -11.992], [-19.609, 14.077, -10.023], [-20.601, 12.674, -9.739], [-20.631, 15.073, -12.832], [-19.461, 15.168, -11.575], [-18.251, 11.855, -21.648], [-17.613, 11.134, -22.399], [-17.937, 12.634, -20.665], [-19.535, 11.997, -21.792], [-18.638, 12.909, -19.991], [-17.028, 12.451, -20.266], [-20.017, 12.743, -21.311], [-20.048, 11.358, -22.382], [-23.524, 25.389, -17.781], [-23.057, 26.565, -17.704], [-24.571, 25.095, -18.406], [-22.833, 24.382, -17.387], [-24.940, 24.155, -18.391], [-25.147, 25.853, -18.742], [-22.922, 23.430, -17.713], [-22.008, 24.560, -16.833], [-27.115, 14.765, -9.128], [-26.319, 14.024, -8.610], [-27.187, 15.075, -10.409], [-28.122, 15.306, -8.568], [-26.491, 14.605, -10.969], [-27.793, 15.838, -10.673], [-27.984, 15.167, -7.577], [-28.921, 15.639, -9.087], [-16.060, 17.316, -16.350], [-16.018, 17.446, -17.560], [-15.542, 16.293, -15.684], [-16.708, 18.114, -15.606], [-15.758, 16.343, -14.698], [-14.931, 15.618, -16.121], [-16.957, 17.954, -14.641], [-17.061, 18.977, -15.994], [-23.674, 22.881, -24.443], [-24.169, 23.934, -24.681], [-22.903, 22.197, -25.308], [-24.182, 22.143, -23.466], [-22.549, 22.678, -26.122], [-22.413, 21.398, -24.931], [-24.698, 22.597, -22.726], [-23.982, 21.154, -23.431], [-20.078, 17.747, -23.490], [-20.578, 17.380, -22.761], [-19.952, 17.011, -24.089], [-28.449, 18.298, -13.997], [-27.830, 17.983, -14.655], [-28.155, 19.187, -13.796]], "homo_lumo_gap_ev": 9.029, "total_charge": -1, "lumo_energy_ev": 1.264}

Entry 2:
{"formula": "C9H16NO", "method": "ωB97M-V/def2-TZVPD", "species": ["C", "C", "C", "C", "C", "N", "O", "C", "C", "C", "C", "H", "H", "H", "H", "H", "H", "H", "H", "H", "H", "H", "H", "H", "H", "H", "H"], "positions_angstrom": [[0.612, -1.567, -2.128], [0.245, -0.725, -1.021], [0.217, 0.628, -1.032], [0.453, 1.634, -2.151], [-0.249, 1.076, 0.289], [0.829, 2.017, 0.771], [-1.381, 1.884, 0.214], [-0.448, -0.125, 1.147], [-0.940, -0.131, 2.561], [-0.145, -1.176, 0.296], [-0.208, -2.552, 0.755], [1.624, -1.278, -2.449], [-0.123, -1.596, -2.910], [0.750, -2.571, -1.835], [0.867, 1.084, -2.978], [0.956, 2.491, -1.838], [-0.442, 2.021, -2.528], [1.722, 1.485, 0.685], [0.794, 2.213, 1.799], [0.841, 2.794, 0.017], [-1.945, 1.426, 0.833], [-0.232, -0.245, 3.311], [-1.681, -0.899, 2.729], [-1.443, 0.772, 2.655], [0.235, -3.168, 0.071], [-1.216, -2.896, 0.963], [0.310, -2.595, 1.774]], "smiles": "CC1=C(C)C([NH3+])(O)C(C)=C1C", "e_above_lowest_kcal_mol": 41.2, "homo_lumo_gap_ev": 8.446, "total_charge": 1, "lumo_energy_ev": -3.556}

Entry 3:
{"formula": "CH5O2P", "method": "ωB97M-V/def2-TZVPD", "species": ["C", "O", "O", "P", "H", "H", "H", "H", "H"], "positions_angstrom": [[-1.308, 0.206, 0.577], [1.219, 1.161, 0.438], [0.964, -1.349, 0.285], [0.274, 0.034, -0.182], [-2.151, -0.316, -0.008], [-1.619, 1.328, 0.737], [2.164, 1.241, 0.187], [1.313, -1.295, 1.170], [0.673, -0.343, -1.911]], "e_above_lowest_kcal_mol": 3.4, "multiplicity": 3, "homo_lumo_gap_ev": [5.366, 8.761], "total_charge": 0, "lumo_energy_ev": [0.548, -1.671]}

Entry 4:
{"formula": "C2H2ClFO2", "method": "ωB97M-V/def2-TZVPD", "species": ["C", "C", "O", "O", "F", "Cl", "H", "H"], "positions_angstrom": [[0.138, -0.200, 0.181], [-0.512, 0.574, -1.215], [-0.683, -0.648, 1.092], [-1.560, 1.155, -1.099], [1.272, -1.722, 0.673], [1.342, 0.898, 0.653], [0.150, 0.823, -2.088], [-0.147, -0.880, 1.803]], "e_above_lowest_kcal_mol": 85.7, "homo_lumo_gap_ev": [10.210, 10.210], "total_charge": 0, "lumo_energy_ev": [-1.143, -1.143]}

Entry 5:
{"formula": "C7H7ClN2O2", "method": "ωB97M-V/def2-TZVPD", "species": ["C", "C", "C", "C", "C", "C", "C", "N", "N", "O", "O", "Cl", "H", "H", "H", "H", "H", "H", "H"], "positions_angstrom": [[0.016, -0.526, -0.130], [0.711, -1.656, 0.196], [1.817, -1.716, 1.158], [2.217, -0.740, 1.919], [0.105, 0.826, 0.368], [3.133, -0.152, 2.888], [-0.824, 1.802, -0.338], [0.825, 1.295, 1.277], [0.419, -2.824, -0.427], [2.935, 1.136, 3.107], [3.990, -0.817, 3.412], [2.672, -3.279, 1.274], [-0.746, -0.653, -0.888], [-0.892, 2.728, 0.227], [-0.411, 2.019, -1.323], [-1.814, 1.370, -0.455], [2.176, 1.451, 2.555], [-0.379, -2.885, -1.032], [0.862, -3.667, -0.100]], "e_above_lowest_kcal_mol": 98.0, "homo_lumo_gap_ev": [7.146, 7.146], "total_charge": 0, "lumo_energy_ev": [-1.570, -1.571]}

Entry 6:
{"formula": "CH6NS", "method": "ωB97M-V/def2-TZVPD", "species": ["N", "H", "H", "H", "C", "S", "H", "H", "H"], "positions_angstrom": [[2.253, 0.251, 1.683], [1.693, 0.333, 2.523], [2.628, -0.692, 1.712], [1.543, 0.144, 0.956], [-1.681, 0.063, -1.488], [-0.824, -0.497, 0.042], [-1.295, 0.969, -1.945], [-1.569, -0.775, -2.171], [-2.748, 0.204, -1.312]], "e_above_lowest_kcal_mol": 2.5, "homo_lumo_gap_ev": 6.628, "total_charge": -1, "lumo_energy_ev": 4.409}

Entry 7:
{"formula": "C3H4F3NO2S", "method": "ωB97M-V/def2-TZVPD", "species": ["C", "C", "C", "N", "O", "O", "F", "F", "F", "S", "H", "H", "H", "H"], "positions_angstrom": [[1.710, 0.024, -2.322], [-1.614, -1.815, 1.041], [3.518, -0.070, 0.329], [1.609, 0.741, -1.266], [1.517, -1.649, -0.242], [-1.047, -0.779, 1.155], [4.261, -1.095, -0.077], [3.719, -0.060, 1.628], [4.104, 1.034, -0.149], [1.616, -0.242, 0.114], [1.802, 0.509, -3.320], [1.791, -1.084, -2.221], [-1.119, -2.714, 0.556], [-2.690, -1.932, 1.279]], "e_above_lowest_kcal_mol": 36.5, "homo_lumo_gap_ev": 10.151, "total_charge": 0, "lumo_energy_ev": -0.010}

Entry 8:
{"formula": "C5H10O2", "method": "ωB97M-V/def2-TZVPD", "species": ["O", "C", "C", "C", "C", "C", "O", "H", "H", "H", "H", "H", "H", "H", "H", "H", "H"], "positions_angstrom": [[2.684, 0.093, -0.444], [1.669, -0.668, 0.156], [0.360, -0.540, -0.627], [-0.879, -0.961, 0.192], [-1.703, 0.334, 0.308], [-0.660, 1.413, 0.034], [0.178, 0.842, -0.959], [2.238, 0.904, -0.739], [1.495, -0.357, 1.201], [1.998, -1.713, 0.178], [0.446, -1.071, -1.581], [-0.574, -1.322, 1.181], [-1.442, -1.765, -0.289], [-2.186, 0.448, 1.282], [-2.477, 0.370, -0.465], [-0.081, 1.648, 0.941], [-1.068, 2.343, -0.369]], "smiles": "OC[C@H]1CCCO1", "e_above_lowest_kcal_mol": 31.1, "homo_lumo_gap_ev": 10.790, "total_charge": 0, "lumo_energy_ev": 0.981}